Record 1
Molecular formula: C28H64B2Cs2O14S7
Method: DFT, wB97M-V/def2-TZVPD

Last column: Löwdin charge in e.
Atoms and positions in Å:
Cs1 -1.176 2.024 0.442  1.025
Cs2 1.211 2.320 -3.107  1.156
B1 0.079 -0.090 -1.498  -0.712
H1 0.643 0.733 -1.087  -0.214
H2 0.841 -0.742 -1.893  -0.053
H3 -0.530 -0.518 -0.717  -0.082
H4 -0.580 0.279 -2.269  -0.093
B2 -1.051 4.486 -2.424  -0.531
H5 -1.752 5.267 -2.676  -0.070
H6 -1.619 3.570 -2.389  -0.103
H7 -0.131 4.458 -2.986  -0.177
H8 -0.771 4.586 -1.386  -0.116
C1 -1.247 -4.008 1.243  -0.205
C2 -0.217 -4.503 2.321  -0.188
C3 0.573 -5.559 1.508  -0.225
S1 0.944 -4.872 -0.177  0.746
O1 0.874 -5.961 -1.144  -0.343
O2 2.168 -4.008 -0.048  -0.360
C4 -0.710 -4.021 -0.162  -0.192
H9 -1.511 -2.969 1.439  0.112
H10 -2.116 -4.644 1.407  0.120
H11 -0.635 -4.918 3.238  0.112
H12 0.371 -3.675 2.718  0.070
H13 -0.044 -6.450 1.392  0.102
H14 1.461 -6.041 1.917  0.098
H15 -1.343 -4.727 -0.700  0.108
H16 -0.488 -3.035 -0.569  0.090
C5 -3.841 -2.633 -5.237  -0.202
C6 -3.384 -1.154 -5.054  -0.184
C7 -3.223 -0.810 -3.547  -0.196
S2 -4.491 -1.833 -2.622  0.691
O3 -5.794 -1.302 -2.808  -0.313
O4 -4.022 -2.274 -1.304  -0.352
C8 -4.170 -3.205 -3.835  -0.217
H17 -3.268 -3.403 -5.754  0.109
H18 -4.765 -2.660 -5.815  0.102
H19 -4.247 -0.571 -5.372  0.107
H20 -2.489 -1.053 -5.669  0.110
H21 -2.950 0.152 -3.113  0.101
H22 -2.303 -1.323 -3.268  0.077
H23 -5.025 -3.880 -3.798  0.102
H24 -3.241 -3.605 -3.430  0.089
C9 1.552 -1.528 5.661  -0.264
C10 0.492 -1.351 4.590  -0.211
C11 -0.857 -1.125 5.261  -0.182
S3 -0.563 -0.586 7.033  0.764
O5 -0.837 -1.527 8.139  -0.345
O6 -1.042 0.817 7.056  -0.375
C12 1.298 -0.579 6.748  -0.226
H25 2.603 -1.402 5.403  0.122
H26 1.468 -2.563 5.991  0.124
H27 0.528 -2.287 4.033  0.086
H28 0.804 -0.453 4.056  0.119
H29 -1.463 -2.030 5.304  0.105
H30 -1.293 -0.217 4.845  0.092
H31 1.686 -0.702 7.759  0.107
H32 1.507 0.434 6.406  0.104
C13 3.000 6.215 1.064  -0.202
C14 4.514 6.442 0.850  -0.189
C15 4.946 5.651 -0.411  -0.200
S4 3.469 5.545 -1.559  0.729
O7 3.426 4.379 -2.399  -0.426
O8 3.415 6.876 -2.271  -0.358
C16 2.253 5.491 -0.096  -0.157
H33 2.440 7.090 1.394  0.108
H34 2.749 5.608 1.933  0.101
H35 5.122 6.026 1.653  0.105
H36 4.703 7.516 0.837  0.112
H37 5.173 4.626 -0.117  0.086
H38 5.783 6.000 -1.015  0.101
H39 2.296 4.418 0.093  0.050
H40 1.346 5.862 -0.573  0.100
C17 -6.353 3.909 3.871  -0.276
C18 -7.213 4.001 2.619  -0.195
C19 -6.468 3.139 1.555  -0.187
S5 -5.203 2.052 2.454  0.733
O9 -4.013 1.913 1.634  -0.471
O10 -5.931 0.864 2.884  -0.310
C20 -5.000 3.324 3.837  -0.193
H41 -6.888 3.260 4.565  0.116
H42 -6.309 4.883 4.357  0.122
H43 -7.432 5.038 2.365  0.112
H44 -8.183 3.531 2.786  0.109
H45 -5.992 3.903 0.940  0.094
H46 -7.002 2.681 0.722  0.104
H47 -4.224 4.079 3.710  0.113
H48 -4.937 2.649 4.690  0.103
C21 5.082 -0.459 1.145  -0.213
C22 3.795 -1.190 1.061  -0.232
C23 3.015 -0.454 -0.008  -0.214
S6 3.416 1.348 -0.134  0.748
O11 2.374 2.253 0.436  -0.407
O12 3.889 1.570 -1.526  -0.402
C24 4.765 1.061 1.131  -0.188
H49 5.617 -0.523 0.197  0.121
H50 5.669 -0.812 1.992  0.125
H51 3.219 -1.271 1.982  0.114
H52 3.827 -2.240 0.772  0.107
H53 1.935 -0.548 0.100  0.080
H54 3.463 -0.831 -0.927  0.108
H55 4.309 1.300 2.092  0.101
H56 5.646 1.623 0.821  0.100
C25 1.750 -2.170 -4.691  -0.176
C26 2.035 -3.067 -3.420  -0.215
C27 3.047 -4.036 -3.907  -0.235
S7 2.733 -4.490 -5.673  0.712
O13 1.793 -5.617 -5.726  -0.347
O14 3.892 -4.624 -6.559  -0.338
C28 1.872 -2.972 -6.013  -0.230
H57 2.470 -1.351 -4.691  0.107
H58 0.809 -1.624 -4.627  0.100
H59 1.178 -3.703 -3.199  0.108
H60 2.373 -2.575 -2.508  0.096
H61 3.223 -4.916 -3.288  0.112
H62 3.965 -3.451 -3.953  0.105
H63 0.923 -3.041 -6.546  0.105
H64 2.509 -2.490 -6.755  0.095

Atomic forces in eV per Å
-0.242 0.408 -0.173
0.436 0.119 -0.519
0.008 -0.378 -0.115
1.984 3.129 1.747
2.597 -2.798 -1.632
-2.200 -2.020 3.136
-2.564 1.454 -3.019
-0.086 0.262 -0.146
-2.347 3.078 -1.097
-2.082 -4.202 -0.464
3.025 0.193 -2.461
1.397 0.749 4.561
0.164 0.742 2.093
0.838 -0.044 -1.255
0.597 -0.409 0.407
0.249 -0.445 2.147
0.603 1.054 0.306
-2.721 -1.351 -0.614
1.301 -0.618 -0.379
-0.375 -0.128 0.316
-0.153 0.189 -0.624
-0.502 -0.332 -0.392
0.488 -0.058 -0.594
-0.497 0.215 -0.595
0.425 0.762 0.199
0.313 0.612 -0.867
-0.698 -0.030 -0.341
-1.846 -0.499 1.290
-1.012 -0.044 0.322
1.292 -1.881 0.628
3.114 -1.214 -1.159
-1.323 0.610 0.078
-0.555 0.801 -1.332
0.150 0.698 0.511
0.924 0.634 0.092
-0.119 0.336 -0.012
0.495 0.313 -0.700
-0.060 0.842 0.313
-1.013 0.508 -0.628
0.113 -0.453 0.417
0.280 -0.145 0.064
-0.318 -0.523 0.202
0.739 -1.631 0.804
0.869 0.155 0.471
-0.013 -0.092 0.845
1.361 1.199 -0.021
-0.083 1.272 -2.133
0.372 -2.105 0.443
-1.911 1.513 1.643
-0.119 -0.049 -0.816
0.104 -0.101 0.426
-0.294 0.615 -0.572
-0.394 -0.237 -0.692
-0.297 0.327 -0.298
-0.686 -0.544 0.092
0.380 -0.372 -0.293
-0.025 0.162 0.135
-1.884 -0.336 0.489
-0.051 -0.389 -0.733
-0.700 -0.283 -0.590
0.209 4.300 0.356
0.019 -0.505 0.273
-0.019 -2.887 1.889
2.421 -0.035 -1.668
0.397 0.624 -0.710
0.716 -0.522 0.113
-0.285 0.114 0.245
0.165 -0.142 -0.492
-0.103 -0.153 -0.082
-0.139 0.340 0.180
-0.710 0.045 -0.061
-0.209 0.006 0.652
-1.985 0.752 2.078
-0.075 -1.773 -0.770
0.629 1.596 -0.454
-1.853 1.450 -1.443
0.000 -0.104 0.545
1.070 1.218 0.242
0.167 -1.939 -1.118
-0.329 0.236 0.099
0.029 0.012 0.076
0.428 -0.175 -0.550
0.006 0.114 0.339
1.292 -0.162 0.231
-0.475 -0.957 0.843
0.360 -0.691 -0.275
0.848 0.427 0.175
0.511 1.100 -0.669
-1.533 -0.114 0.039
-0.766 0.075 -0.414
-0.028 -1.313 0.198
1.650 -1.333 -0.825
-0.513 -0.028 2.554
-0.019 -0.045 0.037
0.413 -0.962 0.100
0.341 0.512 -0.142
0.185 0.619 0.435
0.494 0.030 -0.312
0.185 -0.183 -0.621
-0.840 0.161 -0.474
0.156 0.736 -0.109
-0.175 0.334 0.489
0.187 0.519 0.723
-1.526 -0.692 -1.578
2.325 -0.208 -0.651
-1.070 -1.975 -0.512
0.747 1.196 0.491
-0.720 0.683 1.544
0.078 1.258 -0.135
0.384 -0.125 -0.042
-0.249 -0.415 0.082
-0.549 0.502 0.293
-0.196 0.256 -0.312
-0.203 -0.092 -0.259
0.562 -0.360 -0.192
-0.069 -0.851 0.377
0.214 0.284 0.265

## Properties
Spin multiplicity ... 1
Orbital gap ... 8.211 eV
F_max ... 4.83 eV/Å
Lowest unoccupied orbital energy ... -0.607 eV
Energy above the lowest of the compared OMol25 structures with the same formula, charge and spin ... 85.2 kcal per mole
HOMO ... -8.82 eV

Record 2
Molecular formula: C2H15NO4
Method: DFT, wB97M-V/def2-TZVPD

Last column: Löwdin spin population.
Atoms and positions in Å:
C1 -0.914 -1.420 -1.042  0.087
N1 -1.792 -0.791 -0.017  0.006
C2 -1.741 0.697 0.028  0.071
H1 -1.193 -1.094 -2.146  0.050
H2 -0.628 -2.551 -1.223  0.010
H3 0.065 -0.896 -1.045  0.022
H4 -2.782 -1.084 -0.113  0.004
H5 -1.857 1.280 -0.935  0.037
H6 -2.627 0.971 0.670  0.006
H7 -0.807 0.967 0.476  0.012
H8 -0.143 -1.545 4.008  0.002
H9 -0.876 -1.319 2.777  0.001
O1 -1.038 -1.301 3.742  0.006
H10 2.564 -0.757 1.709  0.005
H11 2.077 0.078 0.695  0.008
O2 1.994 -0.830 0.997  0.028
H12 -0.117 1.121 -2.508  0.050
H13 0.283 1.650 -3.902  0.137
O3 0.519 1.684 -2.890  0.310
H14 2.846 2.213 -0.916  0.021
H15 1.841 1.382 -1.424  0.029
O4 2.254 1.629 -0.589  0.099

Atomic forces in eV per Å
0.822 0.966 -3.371
-0.371 -1.002 -0.542
-1.532 -0.622 -0.376
-0.149 -0.610 1.783
-1.244 1.909 1.538
-0.316 -0.443 0.700
1.133 0.163 -0.159
0.146 -0.924 0.623
1.099 0.061 -0.393
0.472 0.443 0.377
-0.136 0.050 0.534
-0.736 0.251 0.131
0.831 -0.257 -0.838
1.853 -0.467 2.561
-0.377 0.545 -1.063
-1.457 -0.048 -1.552
-1.697 -1.343 0.757
0.485 0.034 1.817
1.285 1.274 -2.563
3.268 3.194 -1.119
-0.871 -0.380 -0.477
-2.508 -2.794 1.630

## Properties
Spin multiplicity ... 2
Orbital gap (spin up / spin down) ... 2.510 / 8.833 eV
F_max ... 4.70 eV/Å
Lowest unoccupied orbital energy (spin up / spin down) ... 3.190 / 3.061 eV
Energy above the lowest of the compared OMol25 structures with the same formula, charge and spin ... 34.9 kcal per mole
⟨S²⟩ ... 0.751
HOMO (spin up / spin down) ... 0.68 / -5.77 eV
Net charge ... -1